C4H10NOS | ωB97M-V/def2-TZVPD

The calculation puts the energy above the lowest of the compared OMol25 structures with the same formula, charge and spin at 80.4 kcal per mole. The SMILES is S[C@@H]1COCC[NH2+]1. The HOMO energy is -0.5086 Eh. For the LUMO energy, the calculation gives -3.640 eV. As for the total charge: +1. As for the frontier orbital gap: 0.3749 Ha. The max |F| comes out at 3.05 eV Å⁻¹.

XYZ file:
```
17
Properties=species:S:1:pos:R:3:forces:R:3:lowdin_charge:R:1
S -1.86700 0.86803 2.03682 0.24 -0.44 -0.17 0.7687
C -0.42926 0.74556 0.84255 1.09 0.62 0.30 -0.5705
C -0.80634 1.18252 -0.69435 -1.56 1.18 0.11 -0.1616
O -0.70122 0.10531 -1.69108 1.87 0.41 2.38 -0.1602
C 0.59708 -0.58664 -1.63356 0.92 -1.60 -0.76 -0.1481
C 1.23355 -0.74530 -0.13107 1.64 0.13 -0.97 -0.1027
N 0.07215 -0.70373 0.86431 0.46 0.29 -0.55 -0.0174
H -1.78367 -0.29269 2.82197 0.44 1.00 -0.97 -0.0959
H 0.48899 1.42000 1.17716 -2.04 -1.56 -0.42 0.1485
H -1.95644 1.50197 -0.67138 2.56 -0.84 -0.21 0.1496
H -0.21094 2.16332 -0.96838 -0.85 -2.19 0.41 0.1574
H 0.40551 -1.67992 -2.07218 0.25 2.49 0.97 0.1593
H 1.43313 -0.11103 -2.31286 -1.82 -0.62 1.35 0.1531
H 1.96841 0.16909 0.07528 -1.84 -1.96 -0.12 0.1595
H 1.89116 -1.72831 0.01521 -1.74 2.06 -0.49 0.1676
H 0.39077 -1.00276 1.83480 -0.73 0.47 -1.48 0.1956
H -0.72591 -1.30541 0.50675 1.11 0.57 0.65 0.1970
```
Positions in Å, forces in eV/Å.

C38H36KN7O8S3 | ωB97M-V/def2-TZVPD

The HOMO energy is -0.0801 Eh. For the LUMO energy, the calculation gives 3.579 eV. As for the total charge: -2. As for the frontier orbital gap: 0.2116 Ha. The max |F| comes out at 2.08 eV Å⁻¹.

XYZ file:
```
93
Properties=species:S:1:pos:R:3:forces:R:3:lowdin_charge:R:1
K 1.14119 -0.04676 -0.29049 -0.99 -1.78 0.43 0.6910
C 0.84019 -5.60783 2.68951 0.06 -0.04 0.01 -0.0735
C 0.02186 -4.41465 2.20654 0.00 0.23 0.00 -0.3917
C -1.45557 -4.64999 2.48321 0.02 0.03 -0.02 -0.0994
C 0.34046 -4.09780 0.75952 -0.11 -0.08 0.00 -0.2013
C 1.60458 -3.60341 0.43920 -0.02 -0.06 0.17 -0.0518
C 1.94796 -3.29651 -0.86013 0.10 0.02 -0.06 -0.0525
C 1.03170 -3.45446 -1.89467 -0.04 -0.04 -0.07 -0.2857
C 1.40388 -3.08319 -3.29647 -0.03 0.00 -0.18 -0.0516
C -0.22519 -3.94279 -1.58545 -0.04 -0.01 0.01 -0.0598
C -0.56669 -4.26641 -0.27815 0.08 0.04 0.06 -0.0328
H 0.67904 -5.77815 3.75293 -0.03 -0.02 0.14 0.0703
H 1.90563 -5.45444 2.53173 0.09 0.04 -0.02 0.0680
H 0.55341 -6.51358 2.15303 -0.04 -0.09 -0.07 0.0772
H 0.32964 -3.53158 2.78064 -0.02 -0.03 -0.01 0.0912
H -1.81344 -5.56026 1.99954 -0.03 -0.11 -0.07 0.0708
H -2.06534 -3.81747 2.14130 -0.05 0.12 -0.05 0.0735
H -1.62128 -4.75012 3.55400 0.01 -0.02 0.11 0.0673
H 2.31453 -3.42988 1.23770 0.04 0.03 0.05 0.1100
H 2.92605 -2.89690 -1.09106 0.09 0.08 0.01 0.1097
H 2.14857 -3.76808 -3.70437 0.05 -0.05 -0.02 0.0788
H 1.84583 -2.08984 -3.33195 0.05 0.10 0.03 0.0568
H 0.52810 -3.10809 -3.94451 -0.04 0.01 -0.06 0.0685
H -0.96402 -4.04074 -2.37229 -0.03 -0.01 -0.02 0.1030
H -1.56494 -4.62200 -0.07291 -0.12 -0.05 0.04 0.0955
C -3.52816 1.39381 1.19883 -0.16 -0.11 0.21 -0.0636
C -2.13327 1.48698 0.63084 0.06 0.56 -0.65 -0.2808
N -1.13966 0.82888 1.11941 -0.39 -0.15 0.48 0.0430
N -1.53789 0.14194 2.29961 0.29 0.39 -0.88 -0.1196
C -0.60600 -0.47343 2.92578 0.66 -0.48 0.47 -1.1129
S 1.09589 -0.71089 2.70800 -0.57 0.25 0.20 0.4704
S -1.38094 -1.31487 4.34252 -0.24 -0.16 0.03 0.8230
C -0.31880 -0.79825 5.70122 0.25 -0.06 0.21 -0.4936
C -0.63604 0.56741 6.23825 0.01 -0.05 -0.09 -0.2889
C -1.39123 0.71872 7.39377 -0.04 -0.04 0.04 -0.0656
C -1.71333 1.97601 7.87973 -0.01 0.03 0.01 -0.1122
C -1.27978 3.10678 7.20687 -0.03 0.07 0.05 -0.1191
C -0.52187 2.96589 6.05366 0.04 0.06 -0.08 -0.0863
C -0.19800 1.70983 5.57177 -0.02 -0.10 0.03 -0.0306
C -1.99379 2.42984 -0.53209 -0.13 -0.30 0.23 -0.0967
C -3.02151 3.35014 -0.74297 -0.13 0.06 0.08 -0.0846
C -3.03692 4.28764 -1.76246 0.02 -0.04 0.03 -0.1501
C -1.96013 4.30513 -2.64750 0.03 0.15 -0.34 -0.1682
C -0.93868 3.39747 -2.51782 -0.05 0.09 0.06 -0.0459
C -0.88129 2.44239 -1.44880 -0.17 0.03 0.00 -0.4190
O 0.09114 1.65444 -1.36537 0.02 0.56 -0.57 -0.2331
H -3.62885 0.52575 1.84232 0.02 0.05 -0.07 0.0560
H -4.25152 1.35834 0.38849 -0.10 -0.05 -0.09 0.0627
H -3.76168 2.27550 1.79827 0.01 0.03 0.08 0.0815
H 0.71362 -0.85173 5.34523 -0.04 -0.04 -0.04 0.0304
H -0.45891 -1.54555 6.48469 0.04 -0.01 0.01 0.0620
H -1.74084 -0.16526 7.91234 -0.02 -0.06 0.04 0.1022
H -2.30694 2.07094 8.77921 -0.04 0.01 0.06 0.0883
H -1.53352 4.09287 7.57561 0.00 0.02 0.01 0.0881
H -0.18429 3.84056 5.51566 0.02 0.08 -0.03 0.0991
H 0.38876 1.59508 4.67103 0.05 0.00 -0.13 0.1011
H -3.85614 3.36007 -0.05948 -0.08 0.03 0.04 0.0841
H -3.85227 4.99044 -1.85031 -0.07 0.07 0.00 0.0743
H -1.91789 5.04817 -3.44534 -0.03 -0.07 0.06 0.0886
H -0.08918 3.40369 -3.18770 0.07 0.00 -0.07 0.1005
O 6.26077 4.81630 -2.92358 0.26 -0.04 -0.09 0.0382
N 6.38470 3.74104 -3.49701 -0.54 0.00 -0.07 -0.3739
O 7.09281 3.57055 -4.47982 0.17 0.07 0.10 0.0353
C 5.59543 2.63368 -3.01676 0.35 0.04 -0.20 -0.1629
C 4.74728 2.82070 -1.92603 -0.13 -0.26 0.25 0.0732
C 4.02052 1.76101 -1.47554 -0.12 0.00 0.13 -0.0310
C 3.93950 0.45538 -2.15263 0.14 0.38 0.21 -0.3051
O 3.08008 -0.38144 -1.91148 0.03 -0.11 -0.06 -0.0414
C 4.98234 0.32769 -3.15319 0.19 -0.03 -0.64 -0.0504
C 5.74588 1.38504 -3.59927 -0.15 -0.11 0.08 0.0697
N 5.24092 -0.97012 -3.78066 0.24 0.00 1.05 -0.3471
O 6.13271 -1.02972 -4.61656 -0.11 -0.09 -0.40 0.0261
O 4.65345 -1.94555 -3.34589 0.10 0.15 -0.48 0.0743
N 3.28191 1.96419 -0.21075 0.77 -0.36 -1.11 -0.3546
O 3.11063 0.99385 0.48967 0.82 0.03 0.71 -0.0576
O 2.95179 3.08038 0.06920 -0.34 1.17 0.38 0.1051
H 4.68653 3.77283 -1.41843 0.01 -0.04 -0.04 0.1312
H 6.45997 1.23264 -4.39756 -0.09 0.02 0.09 0.1259
N -3.95975 2.39068 -4.87978 -0.06 0.61 -0.03 0.1019
C -4.44447 1.26153 -4.36159 0.31 -0.38 0.27 -0.8540
S -6.00887 0.76681 -4.52561 -0.10 -0.02 -0.08 0.5952
C -3.40068 0.47872 -3.63323 -0.40 0.03 0.02 -0.2489
C -2.10307 0.40748 -4.12005 0.09 -0.13 0.03 -0.0151
C -1.16314 -0.30589 -3.39282 -0.07 0.22 -0.11 -0.1258
N -1.43237 -0.88446 -2.23506 0.35 -0.22 0.18 0.1027
C -2.66456 -0.78758 -1.76280 -0.30 -0.02 0.05 -0.1209
C -3.69641 -0.14764 -2.43202 0.13 0.05 -0.01 -0.0255
H -4.63347 3.02925 -5.28137 0.15 -0.09 0.06 0.0957
H -3.13286 2.79030 -4.44191 -0.06 0.01 -0.10 0.0877
H -1.82384 0.86796 -5.05500 0.00 0.07 -0.08 0.1118
H -0.14608 -0.38820 -3.74754 0.14 0.00 -0.04 0.1105
H -2.84212 -1.24799 -0.80079 -0.02 -0.06 0.15 0.1149
H -4.69172 -0.09923 -2.01377 -0.02 0.00 -0.02 0.0984
```
Positions in Å, forces in eV/Å.

Among the records above, which one has the lowest total charge? C38H36KN7O8S3

max |F| of number 1 (C4H10NOS)? 3.05 eV Å⁻¹

frontier orbital gap of number 1 (C4H10NOS)? 0.3749 Ha